a) DFT (wB97M-V/def2-TZVPD) results for 2 unconnected molecules or ions with the total composition C2H2N3O.

The calculation puts the HOMO-LUMO gap at 9.693 eV. The charge is +1.

```
8
Properties=species:S:1:pos:R:3:nbo_charge:R:1
C 2.63 0.02 0.24 0.20
C -1.76 0.58 -0.18 0.51
N -1.04 -0.73 -0.05 0.06
N -0.99 -1.83 0.02 0.42
N 1.53 -0.26 0.09 -0.44
O -1.37 1.55 0.31 -0.26
H 3.64 0.30 0.37 0.26
H -2.64 0.36 -0.80 0.24
```


b) DFT (wB97M-V/def2-TZVPD) results for a gas-phase ion, C2H2N3O (charge +1).

The calculation puts the HOMO-LUMO gap at 7.892 eV. The charge is +1.

```
8
Properties=species:S:1:pos:R:3:nbo_charge:R:1
C 0.90 0.61 0.09 0.41
C -1.06 -0.53 -0.01 0.71
N -0.17 1.46 0.00 -0.10
N -1.27 0.88 -0.04 -0.02
N 0.49 -0.60 -0.06 -0.49
O -1.86 -1.40 0.07 -0.26
H 1.82 0.99 0.20 0.25
H 1.16 -1.41 -0.23 0.50
```


a) is favored, and the nearest alternative lies 0.306 eV above it.